Computed, not measured: a gas-phase ion, C25H26NO5 (charge -1), with ωB97M-V with the def2-TZVPD basis set.

Maximum force = 2.2 eV/Å
Energy relative to the best compared isomer or geometry (same formula, charge and spin) = 0.0 kJ/mol
E_HOMO = -0.13401 Eh

Structure (ORCA input):
```
! wB97M-V def2-TZVPD RIJCOSX def2/J DEFGRID3
* xyz -1 1
C 2.1753 3.6871 -4.4188
C 1.5214 2.3372 -4.4579
O 0.7684 2.1843 -3.2399
C 0.2738 0.9351 -3.1210
O 0.5526 0.0638 -3.9193
C -0.5609 0.7297 -1.8367
C -0.9877 2.0855 -1.2897
C -1.7456 -0.2153 -2.2440
C -3.1283 0.0928 -1.7319
O -1.5495 -1.2273 -2.8895
C 0.3208 -0.0378 -0.9002
C -0.3363 -0.3251 0.4155
C -1.0150 -1.4859 0.6018
N -1.4907 -1.9255 1.8028
C -0.9861 -1.6171 3.0550
C 0.1908 -0.9392 3.3738
C 0.5127 -0.7973 4.7271
C -0.2944 -1.3795 5.7187
C -1.4323 -2.1233 5.3785
C -1.7753 -2.2378 4.0400
C -2.8943 -2.9783 3.3934
C -2.5569 -2.8939 1.8931
C -1.8517 -4.1934 1.3171
O -2.0791 -4.3499 0.1016
O -1.1723 -4.7570 2.1913
C 1.6654 0.6718 -0.7191
C 2.7792 0.1100 -1.3396
C 4.0446 0.6369 -1.0952
C 4.1800 1.7665 -0.2827
C 3.0566 2.3291 0.3266
C 1.7902 1.7730 0.1168
H 2.8013 3.7961 -5.3065
H 1.4331 4.4922 -4.4275
H 2.8170 3.8062 -3.5388
H 0.8187 2.2525 -5.2952
H 2.2619 1.5339 -4.5194
H -0.1690 2.8044 -1.3643
H -1.8217 2.4674 -1.8919
H -1.3016 1.9969 -0.2451
H -3.2608 1.0892 -1.3020
H -3.8189 -0.0301 -2.5762
H -3.3918 -0.6604 -0.9744
H 0.5104 -1.0147 -1.3758
H -0.2364 0.3975 1.2263
H -1.3044 -2.0944 -0.2673
H 0.8302 -0.5602 2.5824
H 1.4052 -0.2362 5.0089
H -0.0238 -1.2611 6.7711
H -2.0610 -2.6189 6.1222
H -3.8570 -2.4760 3.5631
H -2.9699 -4.0162 3.7371
H -3.4010 -2.6302 1.2491
H 2.6297 -0.7496 -2.0009
H 4.9063 0.1679 -1.5716
H 5.1675 2.2000 -0.1229
H 3.1490 3.2139 0.9547
H 0.9116 2.2108 0.5976
*
```

Charge distribution, Mulliken scheme, values in e: number 1, C, carries -1.23; number 2, C, carries -0.26; number 3, O, carries -0.24; number 4, C, carries -0.66; number 5, O, carries -0.61; number 6, C, carries 3.51; number 7, C, carries -2.27; number 8, C, carries 0.28; number 9, C, carries -1.29; number 10, O, carries -0.57; number 11, C, carries 0.10; number 12, C, carries -0.97; number 13, C, carries -1.81; number 14, N, carries 0.22; number 15, C, carries 0.49; number 16, C, carries -0.64; number 17, C, carries -0.78; number 18, C, carries -0.49; number 19, C, carries -0.71; number 20, C, carries 0.48; number 21, C, carries -0.89; number 22, C, carries -0.37; number 23, C, carries 0.60; number 24, O, carries -0.74; number 25, O, carries -0.73; number 26, C, carries -0.24; number 27, C, carries -0.02; number 28, C, carries -0.81; number 29, C, carries -0.47; number 30, C, carries -1.06; number 31, C, carries -0.06; number 32, H, carries 0.40; number 33, H, carries 0.30; number 34, H, carries 0.29; number 35, H, carries 0.31; number 36, H, carries 0.33; number 37, H, carries 0.44; number 38, H, carries 0.60; number 39, H, carries 0.27; number 40, H, carries 0.33; number 41, H, carries 0.43; number 42, H, carries 0.15; number 43, H, carries 0.88; number 44, H, carries 0.88; number 45, H, carries 0.85; number 46, H, carries 0.70; number 47, H, carries 0.39; number 48, H, carries 0.32; number 49, H, carries 0.39; number 50, H, carries 0.25; number 51, H, carries 0.35; number 52, H, carries 0.42; number 53, H, carries 0.42; number 54, H, carries 0.40; number 55, H, carries 0.38; number 56, H, carries 0.41; number 57, H, carries 0.34

---

Computed, not measured: 2 unconnected molecules or ions with the total composition C25H27B2Cl3F3O3S, with ωB97M-V with the def2-TZVPD basis set.

Maximum force = 3.5 eV/Å
Energy relative to the best compared isomer or geometry (same formula, charge and spin) = 272.9 kJ/mol
E_HOMO = -0.16539 Eh

Structure (ORCA input):
```
! wB97M-V def2-TZVPD RIJCOSX def2/J DEFGRID3
* xyz -1 1
Cl 3.5997 -1.6138 2.9512
B 2.3767 -0.4177 3.6312
Cl 2.1214 -0.6510 5.4629
Cl 2.7988 1.3873 3.3120
O 1.1173 -0.7697 2.9349
C 0.1155 0.0313 2.8734
C -1.0633 -0.2842 3.6865
C -1.8502 0.8167 4.0770
C -3.1777 0.6345 4.4573
C -3.6608 -0.6686 4.6705
C -2.8141 -1.7732 4.4874
C -1.5122 -1.5946 4.0205
H 0.2526 1.0602 2.5003
H -1.4206 1.8238 3.9918
H -3.8559 1.4973 4.5400
H -4.6790 -0.8231 5.0374
H -3.1768 -2.7913 4.6880
H -0.8190 -2.4356 3.8860
C 0.4949 -0.3936 -6.4259
C 0.4183 0.1459 -5.0574
C 0.1836 1.4475 -4.6822
C 0.1667 1.6363 -3.2591
C 0.4105 0.4602 -2.5813
B 0.2294 0.1171 -0.9938
C 1.8226 0.3570 -0.5150
C 2.3667 1.6360 -0.6201
C 3.7329 1.8581 -0.4148
C 4.5535 0.8000 -0.0321
C 6.0515 1.0394 0.0876
F 6.6805 0.1046 0.8516
F 6.6454 1.0313 -1.1490
F 6.3163 2.2701 0.6553
C 4.0083 -0.4656 0.1280
C 2.6349 -0.6803 -0.0856
O -0.8121 1.1096 -0.7304
C -2.0147 0.3747 -0.4928
C -2.1458 0.4168 1.0076
C -3.2536 1.0317 -1.0778
C -1.7083 -1.1017 -1.0354
C -2.3463 -2.2211 -0.2115
C -2.1460 -1.2840 -2.4785
O -0.2903 -1.2187 -0.9025
S 0.8148 -0.8307 -3.6491
H 0.2444 0.3799 -7.1529
H 1.5131 -0.7390 -6.6182
H -0.1914 -1.2354 -6.5588
H -0.0136 2.2361 -5.3959
H 0.0152 2.6020 -2.7922
H 1.7270 2.4725 -0.9156
H 4.1553 2.8400 -0.5951
H 4.6377 -1.2912 0.4291
H 2.2303 -1.6748 0.0872
H -2.9996 -0.1332 1.4200
H -1.2131 -0.0302 1.3887
H -2.1666 1.4580 1.3528
H -4.1434 0.4733 -0.7478
H -3.3641 2.0508 -0.6858
H -3.2537 1.0714 -2.1709
H -3.4138 -2.0157 -0.0559
H -2.2784 -3.1565 -0.7793
H -1.8382 -2.3373 0.7535
H -3.2428 -1.3134 -2.5304
H -1.7867 -0.4783 -3.1234
H -1.7836 -2.2476 -2.8534
*
```

Charge distribution, Mulliken scheme, values in e: number 1, Cl, carries -0.29; number 2, B, carries 0.87; number 3, Cl, carries -0.34; number 4, Cl, carries -0.30; number 5, O, carries -0.41; number 6, C, carries -0.41; number 7, C, carries 0.42; number 8, C, carries -0.10; number 9, C, carries -0.66; number 10, C, carries -0.28; number 11, C, carries -0.65; number 12, C, carries -0.12; number 13, H, carries 0.57; number 14, H, carries 0.47; number 15, H, carries 0.37; number 16, H, carries 0.38; number 17, H, carries 0.36; number 18, H, carries 0.47; number 19, C, carries -1.30; number 20, C, carries 0.64; number 21, C, carries -0.76; number 22, C, carries -1.01; number 23, C, carries 0.25; number 24, B, carries 1.40; number 25, C, carries 0.42; number 26, C, carries -0.42; number 27, C, carries -1.20; number 28, C, carries 0.64; number 29, C, carries 0.78; number 30, F, carries -0.27; number 31, F, carries -0.27; number 32, F, carries -0.29; number 33, C, carries -1.18; number 34, C, carries -0.50; number 35, O, carries -0.72; number 36, C, carries 1.90; number 37, C, carries -1.52; number 38, C, carries -2.07; number 39, C, carries 2.04; number 40, C, carries -1.85; number 41, C, carries -2.19; number 42, O, carries -0.73; number 43, S, carries -0.25; number 44, H, carries 0.35; number 45, H, carries 0.27; number 46, H, carries 0.26; number 47, H, carries 0.33; number 48, H, carries 0.46; number 49, H, carries 0.32; number 50, H, carries 0.37; number 51, H, carries 0.53; number 52, H, carries 0.51; number 53, H, carries 0.28; number 54, H, carries -0.66; number 55, H, carries 0.70; number 56, H, carries 0.35; number 57, H, carries 0.44; number 58, H, carries 0.37; number 59, H, carries 0.30; number 60, H, carries 0.52; number 61, H, carries 0.20; number 62, H, carries 0.40; number 63, H, carries 0.36; number 64, H, carries 0.46

---

Computed, not measured: a molecular structure, C25H27BCrF3N8O5S, with ωB97M-V with the def2-TZVPD basis set.

Maximum force = 2.2 eV/Å
Energy relative to the best compared isomer or geometry (same formula, charge and spin) = 232.2 kJ/mol
E_HOMO (spin up / spin down) = -0.29160 / -0.29165 Eh

Structure (ORCA input):
```
! wB97M-V def2-TZVPD RIJCOSX def2/J DEFGRID3
* xyz 0 2
Cr -0.8694 0.1052 -0.6057
C -2.5272 -1.1491 2.1809
C -1.3026 -0.3262 2.3745
C -0.6711 0.0128 3.5731
C 0.4777 0.6865 3.2123
N 0.5254 0.7429 1.8780
N -0.5590 0.1347 1.3623
B 1.5619 1.3379 0.9101
N 1.9712 0.2894 -0.1864
C 3.1980 0.0464 -0.6755
C 3.0761 -0.6802 -1.8413
C 1.7007 -0.8351 -2.0321
C 0.9693 -1.5288 -3.1307
N 1.0580 -0.2469 -1.0272
N 0.8447 2.4618 0.1306
C 1.0984 3.7592 -0.0670
C 0.3256 4.1944 -1.1196
C -0.3918 3.0743 -1.5473
C -1.2301 2.9627 -2.7735
N -0.0975 2.0373 -0.7550
N 2.7902 1.7490 1.6816
C 3.5792 0.8977 2.3818
C 4.4983 1.6502 3.0639
C 4.1869 2.9867 2.7257
C 4.8616 4.2397 3.1865
N 3.1557 3.0364 1.9013
H -2.9788 -1.3718 3.1450
H -2.2529 -2.0865 1.6934
H -3.2621 -0.6435 1.5571
H -1.0112 -0.2112 4.5684
H 1.2544 1.1297 3.8121
H 4.0755 0.4090 -0.1699
H 3.8663 -1.0400 -2.4761
H 1.6166 -1.6376 -3.9988
H 0.0802 -0.9717 -3.4279
H 0.6484 -2.5226 -2.8126
H 1.8351 4.2542 0.5440
H 0.2965 5.1803 -1.5479
H -1.8144 3.8689 -2.9196
H -1.9116 2.1173 -2.7498
H -0.5726 2.8451 -3.6378
H 3.4221 -0.1682 2.3441
H 5.2858 1.3033 3.7100
H 5.6808 4.0054 3.8638
H 4.1579 4.8879 3.7086
H 5.2633 4.7987 2.3414
C -3.3941 -2.9554 -2.1524
C -2.1052 -2.6306 -1.4499
O -1.7909 -1.4014 -1.3810
C -1.2857 -3.6311 -0.8987
C -1.4758 -5.0063 -1.2269
C -0.6787 -5.9766 -0.7103
C 0.3616 -5.6065 0.1891
C 0.5812 -4.3129 0.5350
C -0.2497 -3.2464 0.0307
O -0.0808 -2.0638 0.4163
H -4.0117 -2.0652 -2.2213
H -3.9287 -3.7402 -1.6218
H -3.1864 -3.3100 -3.1651
H -2.2456 -5.2782 -1.9368
H -0.8273 -7.0116 -0.9840
H 1.0018 -6.3777 0.6015
H 1.3576 -4.0377 1.2371
F -4.9324 2.5830 0.4177
C -4.6317 2.3848 -0.8643
F -5.7454 2.4658 -1.5858
F -3.8004 3.3551 -1.2533
S -3.8580 0.7318 -1.0851
O -4.8557 -0.1888 -0.6324
O -3.4388 0.6700 -2.4603
O -2.6886 0.8647 -0.1467
*
```

Charge distribution, Mulliken scheme, values in e: number 1, Cr, carries 0.06; number 2, C, carries -1.18; number 3, C, carries 0.45; number 4, C, carries -1.86; number 5, C, carries 0.12; number 6, N, carries 0.33; number 7, N, carries 1.40; number 8, B, carries 0.17; number 9, N, carries 0.71; number 10, C, carries 0.04; number 11, C, carries -1.90; number 12, C, carries 0.24; number 13, C, carries -1.29; number 14, N, carries 1.01; number 15, N, carries 0.76; number 16, C, carries -0.01; number 17, C, carries -1.55; number 18, C, carries 0.47; number 19, C, carries -1.39; number 20, N, carries 0.59; number 21, N, carries 0.69; number 22, C, carries -0.41; number 23, C, carries -1.38; number 24, C, carries 0.70; number 25, C, carries -1.27; number 26, N, carries -1.29; number 27, H, carries 0.45; number 28, H, carries 0.05; number 29, H, carries 0.13; number 30, H, carries 0.51; number 31, H, carries 0.49; number 32, H, carries 0.51; number 33, H, carries 0.50; number 34, H, carries 0.48; number 35, H, carries 0.21; number 36, H, carries 0.12; number 37, H, carries 0.58; number 38, H, carries 0.51; number 39, H, carries 0.38; number 40, H, carries 0.26; number 41, H, carries 0.32; number 42, H, carries 0.64; number 43, H, carries 0.41; number 44, H, carries 0.36; number 45, H, carries 0.29; number 46, H, carries 0.30; number 47, C, carries -1.93; number 48, C, carries 0.85; number 49, O, carries 0.26; number 50, C, carries 1.03; number 51, C, carries -0.99; number 52, C, carries -0.81; number 53, C, carries -0.50; number 54, C, carries -0.93; number 55, C, carries -0.01; number 56, O, carries -0.33; number 57, H, carries 0.26; number 58, H, carries 0.45; number 59, H, carries 0.39; number 60, H, carries 0.41; number 61, H, carries 0.40; number 62, H, carries 0.41; number 63, H, carries 0.48; number 64, F, carries -0.21; number 65, C, carries 0.41; number 66, F, carries -0.21; number 67, F, carries -0.19; number 68, S, carries 1.16; number 69, O, carries -0.64; number 70, O, carries -0.78; number 71, O, carries -0.63

---

> Number 3 is which compound?

C25H27BCrF3N8O5S

---

> Which formula does entry 3 have?

C25H27BCrF3N8O5S